The following is a DFT calculation (ωB97M-V with the def2-TZVPD basis set) of 11 unconnected molecules or ions with the total composition C51H119N5O11 at a distorted geometry.

The value obtained for the HOMO energy is -7.892 eV. The calculated total energy comes out at -3115.62836 a.u. As for the SMILES: CC1(C)CCCC(C)(C)N1O.CC1(C)CCCC(C)(C)N1O.CC1(C)CCCC(C)(C)N1O.CC1(C)CCCC(C)(C)N1O.CC1(C)CCCC(C)(C)N1O.CC(C)O.CC(C)O.O.O.O.O. For the orbital gap, the calculation gives 8.21 eV.

Last column: Löwdin charge in e.
Atoms and positions in Å:
C 3.5002 2.3717 3.3814  -0.0208
C 3.3057 1.2449 2.3639  -0.4872
C 1.8418 0.8276 2.2383  -0.0336
C 3.6589 1.7934 0.9255  -0.1276
C 5.1408 1.9424 0.7408  -0.1897
C 5.8181 0.5882 0.8520  -0.1422
C 5.5837 -0.0635 2.2335  -0.4698
C 5.7510 -1.6035 2.1150  -0.0323
C 6.6215 0.4639 3.2282  -0.0341
N 4.1728 0.1084 2.6854  -0.1078
O 3.8494 -0.6036 3.8631  -0.0154
H 4.4162 2.3213 3.9723  0.0750
H 3.5185 3.3910 2.9890  0.0841
H 2.7143 2.3518 4.1426  0.0816
H 1.1805 1.6903 2.1266  0.0820
H 1.5491 0.1499 1.4385  0.0627
H 1.6742 0.4808 3.2631  0.0872
H 3.2357 1.0563 0.2406  0.1113
H 3.1843 2.7703 0.8397  0.1234
H 5.3624 2.4227 -0.2171  0.1078
H 5.6054 2.6275 1.4568  0.1135
H 6.8943 0.7665 0.7924  0.1176
H 5.4914 -0.0338 0.0167  0.1026
H 5.1884 -2.1219 1.3349  0.0673
H 5.3756 -2.1207 3.0006  0.0695
H 6.8175 -1.8345 2.0682  0.0825
H 6.3732 0.1311 4.2377  0.0861
H 6.5294 1.5529 3.2653  0.0722
H 7.6632 0.2303 3.0136  0.0830
H 3.3063 -1.3112 3.5001  0.0558
C -6.0790 -2.1776 1.1278  -0.0358
C -7.1408 -1.1232 0.8338  -0.4895
C -8.5133 -1.6239 1.3046  -0.0363
C -6.8712 0.1434 1.6589  -0.1310
C -7.3120 1.4973 1.0814  -0.1666
C -7.0129 1.5285 -0.4242  -0.1574
C -7.5992 0.3673 -1.2715  -0.4654
C -9.1109 0.5887 -1.3532  -0.0250
C -6.8679 0.5558 -2.6639  0.0007
N -7.1629 -0.8850 -0.6308  -0.1358
O -7.3422 -2.0411 -1.3663  -0.0040
H -5.1245 -2.0362 0.6163  0.0778
H -5.7761 -2.1185 2.1777  0.0845
H -6.4032 -3.2072 0.9766  0.0806
H -9.3370 -0.9364 1.1274  0.0706
H -8.7053 -2.5673 0.7858  0.0819
H -8.4863 -1.8910 2.3629  0.0857
H -7.4137 0.0950 2.6060  0.1135
H -5.8375 0.2525 1.9987  0.1087
H -8.3631 1.7286 1.2747  0.1079
H -6.7459 2.3144 1.5315  0.0957
H -5.9196 1.4697 -0.3710  0.0944
H -7.2711 2.4691 -0.9123  0.1193
H -9.3099 1.6203 -1.6487  0.0875
H -9.7127 0.3070 -0.4940  0.0659
H -9.4625 -0.0125 -2.1983  0.0797
H -7.6697 0.4071 -3.3899  0.0767
H -6.2504 -0.3374 -2.7734  0.0649
H -6.2699 1.4423 -2.8389  0.0689
H -6.5515 -2.1029 -1.9185  0.0962
C 7.3969 0.6429 -2.9359  -0.0181
C 7.1454 -0.8791 -3.1221  -0.4933
C 8.0969 -1.4325 -4.1588  -0.0423
C 7.4706 -1.5632 -1.7645  -0.1300
C 6.8601 -2.9498 -1.5299  -0.1476
C 5.3206 -2.9910 -1.7762  -0.1294
C 4.9868 -2.3806 -3.1336  -0.4821
C 5.2361 -3.4596 -4.1949  -0.0248
C 3.4942 -1.9559 -2.9807  -0.0301
N 5.7576 -1.1878 -3.4476  -0.1166
O 5.2941 -0.5313 -4.5992  -0.0134
H 6.6720 1.0848 -2.2462  0.0699
H 8.3479 0.8821 -2.4568  0.0875
H 7.3142 1.2093 -3.8633  0.0782
H 8.2216 -0.9497 -5.1324  0.0838
H 9.0897 -1.6577 -3.7661  0.0839
H 7.7838 -2.4103 -4.5487  0.0750
H 8.5580 -1.6541 -1.7592  0.1128
H 7.2153 -0.8899 -0.9452  0.0858
H 7.4231 -3.6717 -2.1202  0.1073
H 7.0334 -3.1086 -0.4637  0.1020
H 4.6774 -2.6854 -0.9510  0.0988
H 5.1972 -4.0765 -1.7017  0.1152
H 5.4591 -3.1462 -5.2159  0.0748
H 4.3900 -4.1509 -4.2771  0.0886
H 5.9964 -4.1767 -3.8776  0.0779
H 2.9666 -1.8206 -3.9308  0.0769
H 3.3296 -1.0178 -2.4466  0.0790
H 2.8523 -2.6683 -2.4555  0.0640
H 5.4791 -1.1696 -5.3076  0.0961
C -2.9223 3.2109 -0.5835  -0.0346
C -2.4167 1.7878 -0.9497  -0.4319
C -2.8082 0.7022 0.1502  0.0007
C -3.3162 1.4714 -2.1726  -0.1629
C -2.8620 0.2462 -2.9356  -0.1736
C -1.4072 0.4792 -3.3891  -0.1142
C -0.4183 0.8203 -2.2704  -0.4879
C -0.0949 -0.5126 -1.5500  -0.0157
C 0.8301 1.4124 -2.8606  -0.0380
N -0.9929 1.7314 -1.2560  -0.1026
O -0.1229 1.9905 -0.1733  -0.0084
H -3.9676 3.0919 -0.2782  0.0632
H -2.4206 3.6436 0.2803  0.0643
H -2.9729 3.9092 -1.4161  0.0909
H -3.3955 1.2515 0.8929  0.0600
H -3.5837 0.0383 -0.2387  0.0624
H -2.0496 0.1207 0.6698  0.0729
H -4.3808 1.6094 -1.9899  0.0828
H -3.2263 2.3242 -2.8606  0.1206
H -2.9890 -0.6373 -2.2993  0.1010
H -3.5108 -0.0583 -3.7604  0.1104
H -1.3924 1.2364 -4.1757  0.1213
H -1.0997 -0.4579 -3.8587  0.1210
H 0.4651 -0.3569 -0.6232  0.0636
H 0.4158 -1.2595 -2.1543  0.0828
H -1.0515 -0.8344 -1.1310  0.0727
H 0.6530 2.2937 -3.4769  0.0657
H 1.4189 0.6641 -3.3951  0.0682
H 1.5850 1.7846 -2.1609  0.0913
H -0.1503 1.1078 0.2247  0.0494
C 1.4001 -6.9148 -0.7044  -0.0539
C 0.8478 -5.7026 0.0237  -0.5164
C 0.5104 -4.6726 -1.0461  -0.0296
C -0.4211 -6.1579 0.7587  -0.1277
C -0.8589 -5.0412 1.7456  -0.1801
C 0.2686 -4.9262 2.7532  -0.1450
C 1.6407 -4.5456 2.1724  -0.4717
C 1.7436 -3.0088 1.9541  0.0041
C 2.7183 -5.0125 3.2186  -0.0286
N 1.9113 -5.3670 0.9946  -0.1238
O 3.0878 -5.0477 0.2942  -0.0194
H 0.6230 -7.5626 -1.1183  0.0869
H 2.1329 -6.6619 -1.4702  0.0792
H 1.9021 -7.6045 -0.0200  0.0893
H 0.0919 -3.7411 -0.6613  0.0704
H 1.4614 -4.4147 -1.5244  0.0649
H -0.0657 -5.0300 -1.8997  0.0928
H -1.1882 -6.2694 -0.0139  0.1167
H -0.4758 -7.1104 1.2869  0.1230
H -1.1645 -4.0864 1.3078  0.1039
H -1.8252 -5.3467 2.1569  0.1097
H 0.2526 -5.8533 3.3274  0.1226
H -0.0081 -4.0902 3.4006  0.1185
H 0.7747 -2.5423 2.1217  0.0815
H 1.9659 -2.8952 0.8877  0.0744
H 2.6041 -2.5176 2.3996  0.0487
H 2.7459 -6.0989 3.1398  0.0824
H 2.5509 -4.6665 4.2401  0.0846
H 3.7222 -4.6256 3.0215  0.0682
H 3.6951 -5.7300 0.6024  0.1099
C -5.8622 7.5816 1.4819  -0.0350
C -5.7894 6.2724 2.3569  -0.4791
C -5.1271 5.1363 1.5759  -0.0619
O -4.9767 6.4898 3.4596  -0.0656
H -6.7997 7.8670 1.0126  0.0691
H -5.1261 7.4626 0.6808  0.0670
H -5.3497 8.3391 2.0774  0.0715
H -6.7861 6.0306 2.7507  0.1336
H -5.8576 4.8004 0.8351  0.0801
H -4.8458 4.3101 2.2307  0.0538
H -4.2109 5.3877 1.0412  0.0793
H -5.3459 7.1281 4.0763  0.0985
C -2.4892 2.6527 3.5124  -0.0440
C -2.4130 3.2830 4.8955  -0.4572
C -3.7658 3.8097 5.3187  -0.0771
O -2.1477 2.2204 5.8454  -0.0739
H -2.9089 3.3706 2.8011  0.0554
H -3.2054 1.8347 3.5499  0.0869
H -1.4805 2.5242 3.1198  0.0774
H -1.7079 4.1036 5.0403  0.1370
H -4.4949 3.0203 5.5127  0.0878
H -4.2299 4.4317 4.5485  0.0508
H -3.6656 4.4223 6.2182  0.0825
H -2.5491 2.4416 6.6884  0.0695
O -0.3509 4.9710 -0.2120  -0.0709
H -0.1248 4.1306 -0.6238  -0.0112
H -0.2615 5.6168 -0.9184  0.0223
O 3.3306 1.7170 -4.9070  -0.0533
H 3.9317 1.0864 -4.4864  0.0133
H 2.6057 1.1766 -5.2332  0.0342
O -0.0543 4.6812 -3.0408  -0.0830
H -0.3613 3.7992 -3.2639  0.0021
H 0.9002 4.5622 -2.8394  -0.0016
O 2.5697 4.5484 -3.3295  -0.0420
H 3.0288 3.7022 -3.4054  0.0360
H 2.6938 4.9691 -4.1865  0.0692

Cartesian forces (eV/Å) of the 6 atoms listed first:
-0.389 0.625 1.110
0.993 0.935 -1.547
-0.144 0.576 1.866
0.273 -0.377 1.484
0.526 0.186 -0.356
-0.010 0.512 0.467